The following is a quantum chemistry calculation of 8 unconnected molecules or ions with the total composition C26H35NO22Si in a non-equilibrium geometry, from OMol25.

Positions of all 85 atoms, in Å:
O 3.005574 -0.239427 5.044874
Si 2.124921 -0.032895 3.638683
C 0.286477 0.242198 3.912138
C -0.603465 -0.837072 3.958834
C -1.949544 -0.565257 4.123519
N -2.488398 0.646160 4.259056
C -1.616587 1.655514 4.219180
C -0.247225 1.526261 4.052947
H 3.236186 0.632547 5.390483
H 2.260184 -1.206342 2.751608
H 2.622745 1.143894 2.883891
H -0.233172 -1.853935 3.861690
H -2.638186 -1.414777 4.129085
H -2.015295 2.672148 4.313203
H 0.406813 2.392143 4.008642
O -1.600172 4.638152 3.879557
C -1.447982 4.790825 2.705721
O -0.570628 4.086028 1.965181
C -0.833012 4.367203 0.585416
C -1.508951 5.714295 0.655027
O -2.128219 5.680344 1.948583
H 0.089458 4.382639 0.012099
H -1.484097 3.590550 0.185740
H -0.798852 6.543142 0.626436
H -2.250609 5.856895 -0.126655
O -0.511155 2.817886 -2.013153
C 0.088260 1.854103 -1.642157
O -0.474927 0.656872 -1.383286
C 0.586293 -0.293207 -1.184223
C 1.734514 0.588551 -0.768790
O 1.422729 1.827319 -1.421977
H 0.315857 -1.023093 -0.425739
H 0.777433 -0.809944 -2.120891
H 1.768570 0.759862 0.309873
H 2.698105 0.207061 -1.098578
O -0.510946 8.298232 9.260675
C -0.920827 7.619864 8.376618
O -0.706842 6.283916 8.267467
C -1.539277 5.790514 7.213506
C -1.767501 7.023491 6.374897
O -1.665618 8.076723 7.337325
H -1.041428 4.994288 6.665755
H -2.463114 5.400931 7.645918
H -0.994651 7.159984 5.616294
H -2.742020 7.029613 5.893408
O 0.865654 -4.490799 -0.447934
C 0.464469 -4.295000 -1.554621
O 0.621563 -3.127771 -2.225451
C 0.223692 -3.352178 -3.588444
C -0.709673 -4.528099 -3.461533
O -0.202724 -5.201372 -2.297448
H -0.262854 -2.470947 -4.003032
H 1.110971 -3.579086 -4.179476
H -1.738670 -4.228297 -3.277733
H -0.680406 -5.181494 -4.328991
O -3.364649 -4.694419 -5.330962
C -4.164235 -4.332868 -4.532020
O -5.482460 -4.154458 -4.786438
C -6.146171 -3.939009 -3.539824
C -5.032112 -3.423418 -2.660817
O -3.874133 -4.038775 -3.233878
H -6.959592 -3.226526 -3.654550
H -6.551998 -4.889393 -3.187788
H -4.919332 -2.339060 -2.717461
H -5.146608 -3.713919 -1.619129
O 1.981145 -6.011769 -4.481356
C 2.542835 -6.454871 -3.532114
O 3.296371 -5.718280 -2.680853
C 3.597019 -6.532998 -1.545605
C 3.464426 -7.929768 -2.105987
O 2.505287 -7.753793 -3.150769
H 4.595365 -6.319087 -1.170790
H 2.868410 -6.323196 -0.759807
H 4.396129 -8.297827 -2.541074
H 3.107384 -8.648514 -1.372148
O 3.169289 -0.487638 -3.859154
C 3.359741 0.638916 -4.188694
O 2.999045 1.163359 -5.384704
C 3.176789 2.579908 -5.311663
C 4.207334 2.724353 -4.217232
O 3.963093 1.570994 -3.410847
H 3.513034 2.976984 -6.266656
H 2.221956 3.040422 -5.050218
H 5.231313 2.679923 -4.593807
H 4.081909 3.635539 -3.636891

Cartesian forces (eV/Å) of the 2 atoms listed first:
O -0.312 0.430 -0.630
Si -0.202 -0.062 -0.083

Calculated values
Structure (SMILES): O[SiH2]c1ccncc1.O=C1OCCO1.O=C1OCCO1.O=C1OCCO1.O=C1OCCO1.O=C1OCCO1.O=C1OCCO1.O=C1OCCO1
LUMO level, eV: 0.3
E_HOMO, eV: -9.67